Record 1
Computed, not measured: C11H6F16NO6S3 as an isolated structure in a non-equilibrium geometry, with wB97M-V/def2-TZVPD.

Values from the calculation:
* E_HOMO: -6.46 eV
* LUMO energy: 1.59 eV
* calculated total energy: -101263.230 eV
* charge: -1

```
43
C11H6F16NO6S3 (wB97M-V/def2-TZVPD)
S 0.428 3.350 -2.535
S -1.665 -1.827 2.969
S -3.190 -4.004 2.376
F -0.233 0.571 -3.901
F 2.888 4.585 1.591
F 0.361 -1.642 1.275
F -0.482 -1.508 -3.359
F 3.655 -1.556 -2.348
F 0.537 -0.400 3.035
F 1.829 -1.640 -4.093
F 2.442 6.008 -1.058
F -3.667 -6.383 1.390
F -1.664 -6.154 2.169
F 2.763 -0.006 -1.161
F 1.826 -1.977 -1.278
F 0.882 -2.527 3.170
F -2.192 -5.264 0.276
F 2.285 0.454 -3.768
F 0.488 6.225 -0.117
O -1.189 -0.540 -1.091
O -1.738 -1.772 4.402
O 0.283 1.133 -1.033
O -2.323 -0.771 2.254
O -4.208 -3.450 1.530
O -3.610 -4.457 3.672
N -1.788 -3.268 2.331
C 1.633 5.541 -0.120
C 0.153 -0.386 -3.017
C -0.320 0.060 -1.619
C 2.479 -1.041 -1.946
C -2.645 -5.532 1.505
C -0.241 3.150 0.121
C 0.120 -1.592 2.591
C -0.386 2.383 -1.175
C 1.191 3.146 0.686
C 1.853 4.478 0.703
C 1.701 -0.621 -3.214
H 1.155 2.780 1.711
H 1.862 2.475 0.147
H -0.898 2.734 0.882
H -0.588 4.164 -0.042
H 1.641 2.793 -2.449
H -1.429 2.287 -1.462
```

Record 2
Computed, not measured: C34H93MgN8O9 as an isolated structure in a non-equilibrium geometry, with wB97M-V/def2-TZVPD.

Values from the calculation:
* E_HOMO: -10.79 eV
* LUMO energy: -6.66 eV
* calculated total energy: -72545.162 eV
* energy above the lowest of the compared OMol25 structures with the same formula, charge and spin: 236.8 kJ/mol
* charge: +1

```
145
C34H93MgN8O9 (wB97M-V/def2-TZVPD)
Mg -1.561 -3.939 2.065
O -1.099 -2.785 0.573
O -6.520 -0.279 -1.393
O -0.651 5.644 -3.304
O 1.374 1.676 5.503
O 1.915 3.885 -0.286
O 2.083 -2.248 -2.861
O -1.216 -6.488 -1.892
O 3.707 -6.616 1.997
O -1.545 2.657 3.884
N -3.553 1.391 2.142
N -3.466 -4.895 -1.112
N 4.275 -1.589 -1.378
N 1.808 3.812 -3.196
N 5.275 -3.457 0.784
N 1.564 7.058 1.550
N -0.080 -0.184 3.922
N -4.092 -1.207 1.205
C 4.008 -7.927 2.367
C 3.071 -4.462 0.265
C 1.743 1.302 4.188
C 1.791 4.754 0.847
C 2.631 -0.963 -3.102
C 1.928 -0.919 2.652
C -3.830 -4.034 -3.265
C 3.279 -0.544 -1.750
C 3.336 6.633 -0.073
C 1.810 2.440 0.095
C -0.493 -0.556 -0.385
C -1.930 6.179 -3.128
C -2.427 2.188 1.746
C -0.243 -2.081 -0.315
C -6.383 -0.359 1.592
C -1.620 -5.343 -2.712
C -0.624 4.212 -3.171
C 0.314 2.112 -4.282
C 3.995 0.820 -1.969
C -5.379 -0.998 0.565
C 1.929 6.278 0.439
C 4.773 -5.886 1.417
C -2.179 3.258 2.755
C -1.503 3.404 5.122
C -3.100 -5.170 -2.481
C 1.348 -0.159 4.004
C -6.553 0.147 -2.744
C -2.723 2.703 0.317
C 0.537 3.619 -3.917
C 1.924 2.891 5.902
C -5.215 -0.300 -0.790
C 4.274 -4.457 1.254
C 0.944 -2.604 -3.662
C 0.091 -6.164 -1.424
H 0.820 -5.741 -2.115
H -1.603 3.779 -3.376
H 0.660 4.049 -4.911
H 2.974 3.091 5.689
H 1.417 3.710 5.391
H 4.889 -1.702 -2.172
H -7.605 0.393 -2.885
H 0.057 -5.545 -0.528
H 1.548 -0.564 1.695
H 1.264 -2.728 -4.697
H 3.125 -8.433 2.756
H 2.353 7.077 2.180
H 2.449 4.455 1.663
H 0.144 -1.865 -3.640
H -4.398 -0.741 -1.361
H -2.343 6.075 -2.125
H -6.034 1.091 -2.911
H 5.672 -5.799 2.027
H -6.062 0.664 1.788
H 1.581 8.007 1.207
H -3.874 -0.314 1.624
H 1.836 -0.248 -3.316
H 2.202 -4.917 0.741
H -1.148 -4.407 -2.416
H -4.960 0.751 -0.656
H 3.014 -0.820 2.630
H -1.561 1.525 1.767
H 3.267 -4.994 -0.665
H 3.311 1.541 -2.417
H 0.928 2.320 0.723
H -1.497 -0.253 -0.682
H -5.765 -2.000 0.381
H 1.568 1.855 -0.792
H 1.247 6.399 -0.402
H -1.543 4.054 2.368
H 3.600 6.085 -0.978
H -1.830 3.263 0.039
H 4.873 0.670 -2.599
H -3.359 -1.266 0.513
H 1.516 -0.826 4.850
H 1.677 3.496 -2.246
H 2.764 -3.438 0.050
H 0.641 -7.066 -1.157
H -3.674 -3.091 -2.741
H -7.395 -0.165 1.239
H -0.536 3.883 -2.136
H -0.344 -2.508 -1.313
H 0.275 -0.078 -0.992
H 1.756 3.040 6.969
H 3.821 -2.488 -1.448
H -0.709 2.064 -4.656
H -6.270 -0.569 -3.515
H 3.903 -4.186 2.243
H 3.392 7.697 -0.302
H 4.029 6.386 0.731
H 5.724 -3.865 -0.023
H 4.696 -7.956 3.212
H -0.471 0.398 3.195
H -2.940 -4.080 -0.828
H 1.311 1.939 3.416
H -3.521 3.445 0.358
H -2.576 5.657 -3.833
H 4.819 -2.627 0.434
H 1.628 -1.965 2.713
H -1.236 -5.503 -3.719
H 0.804 4.640 1.298
H 1.925 4.803 -3.037
H 4.335 1.132 -0.982
H 4.421 -8.445 1.501
H 0.784 -2.203 0.030
H -2.483 3.695 5.499
H 2.632 1.957 0.625
H 2.538 -0.441 -0.957
H 0.891 1.622 -5.065
H -4.890 -4.242 -3.416
H -0.311 0.290 4.784
H -2.985 -5.587 -0.556
H -3.517 -6.160 -2.666
H 0.416 1.510 -3.379
H -2.908 1.963 -0.462
H -0.235 -0.100 0.571
H 0.511 -3.574 -3.418
H -0.935 4.322 4.968
H -4.292 2.041 2.368
H -3.202 -3.858 -4.138
H -3.098 3.769 3.044
H 3.359 -0.958 -3.913
H -1.080 2.786 5.914
H -6.554 -0.881 2.534
H -3.348 1.053 3.071
H 5.077 -6.305 0.458
H -1.923 7.243 -3.368
H 2.827 1.365 4.095
```

Record 3
Computed, not measured: one molecule with the formula C2H2N2O3 in a non-equilibrium geometry, with wB97M-V/def2-TZVPD.

Values from the calculation:
* E_HOMO: -10.24 eV
* LUMO energy: -0.29 eV
* calculated total energy: -11224.712 eV
* energy above the lowest of the compared OMol25 structures with the same formula, charge and spin: 394.9 kJ/mol

```
9
C2H2N2O3 (wB97M-V/def2-TZVPD)
O 1.556 -2.216 -0.388
O 3.055 0.470 -0.026
O -1.629 -1.946 0.664
N 0.030 -0.517 0.001
N 1.127 -1.126 -0.030
C -1.315 -1.087 -0.103
C 2.416 -0.313 0.570
H 2.498 -0.763 1.576
H -1.969 -0.461 -0.791
```

Record 4
Computed, not measured: a 2-piece molecular cluster, C4H14N3O overall in a non-equilibrium geometry, with wB97M-V/def2-TZVPD.

Values from the calculation:
* E_HOMO: -14.51 eV
* LUMO energy: -2.75 eV
* calculated total energy: -10886.951 eV
* energy above the lowest of the compared OMol25 structures with the same formula, charge and spin: 116.7 kJ/mol
* charge: +1

```
22
C4H14N3O (wB97M-V/def2-TZVPD)
O -0.096 -0.652 -2.219
N -0.468 -0.731 2.792
N 0.015 1.122 1.630
N -0.560 -0.940 0.524
C 0.312 2.007 0.480
C -0.328 -0.163 1.560
C -0.655 -1.963 -2.518
C 1.582 1.612 -0.275
H -0.955 -0.293 3.559
H 0.156 -2.682 -2.569
H -1.176 -1.700 0.709
H -0.589 2.090 -0.119
H 0.619 1.400 2.390
H -1.485 -2.140 -1.838
H -0.663 0.040 -2.577
H 1.470 0.622 -0.705
H -1.149 -1.925 -3.491
H -0.343 -1.717 2.916
H 1.749 2.386 -1.000
H 2.440 1.458 0.382
H -0.371 -0.826 -0.495
H 0.493 2.995 0.864
```

Record 5
Computed, not measured: C25H27GaNOPS as an isolated structure, with wB97M-V/def2-TZVPD.

Values from the calculation:
* E_HOMO: -14.24 eV
* LUMO energy: -5.18 eV
* calculated total energy: -102387.516 eV
* charge: +2

```
57
C25H27GaNOPS (wB97M-V/def2-TZVPD)
Ga -0.394 -0.179 0.396
S -2.098 -2.439 1.727
P 1.912 0.378 0.504
O -0.825 -1.915 0.975
N -1.341 -0.171 -1.364
C -1.505 -2.682 3.432
C -0.558 3.489 2.711
C 4.575 -2.191 3.176
C -0.295 1.470 1.444
C -1.865 -0.030 -2.373
C 3.934 -1.086 3.716
C 4.290 2.115 -2.981
C 1.093 1.703 1.418
C 0.818 3.717 2.663
C -2.795 -1.222 -4.340
C 2.900 2.139 -2.998
C 1.657 2.828 2.014
C 4.969 1.540 -1.917
C 4.411 -2.512 1.833
C 3.607 -1.725 1.027
C -1.054 -4.813 2.307
C -2.526 0.127 -3.659
C -1.380 -4.191 3.660
C -2.059 -4.197 1.341
C 2.190 1.581 -1.950
C 2.968 -0.606 1.569
C 2.871 1.001 -0.878
C 3.125 -0.291 2.916
C -1.121 2.377 2.104
C 4.263 0.982 -0.861
H -1.868 -1.758 -4.531
H 2.377 2.596 -3.827
H -1.148 -5.897 2.315
H 5.210 -2.805 3.801
H -0.615 -4.391 4.409
H -0.037 -4.565 1.996
H -3.284 -1.034 -5.292
H 3.490 -1.972 -0.022
H -2.193 2.235 2.139
H -1.195 4.199 3.223
H 4.845 2.550 -3.802
H 4.915 -3.373 1.414
H 1.230 4.599 3.134
H 2.723 3.011 1.966
H 4.797 0.539 -0.030
H -3.449 0.681 -3.473
H -1.837 -4.288 0.279
H -0.539 -2.176 3.438
H 4.068 -0.836 4.759
H 2.629 0.572 3.341
H 1.106 1.612 -1.958
H 6.050 1.527 -1.906
H -3.076 -4.553 1.526
H -2.184 -2.171 4.112
H -2.322 -4.590 4.040
H -3.452 -1.844 -3.735
H -1.881 0.766 -4.267
```